Entry from the Open Molecules 2025 dataset: a 12-piece molecular cluster, C44H92O12 overall at a distorted geometry (ωB97M-V/def2-TZVPD).

Results
SMILES ... C1CCOC1.C1CCOC1.C1CCOC1.C1CCOC1.C1CCOC1.C1CCOC1.C1CCOC1.C1CCOC1.C1CCOC1.C1CCOC1.CCO.CCO
LUMO energy ... 0.36 eV
Relative energy (zero: lowest compared OMol25 entry of this formula, charge and spin) ... 7.4 kcal per mole
Calculated total energy ... -2634.2795 Ha
Largest force on an atom ... 2.3 eV Å⁻¹
Orbital gap ... 9.624 eV

```
! RIJCOSX wB97M-V def2-TZVPD def2/J DEFGRID3
* xyz 0 1
C 12.45532 -10.45455 -9.57121
C 12.08957 -9.06726 -9.02946
C 11.90846 -9.31056 -7.51644
O 11.92599 -10.70632 -7.30006
C 12.72641 -11.29874 -8.35330
H 13.27807 -10.55098 -10.28406
H 11.57252 -10.80912 -10.10751
H 11.14585 -8.87262 -9.53527
H 12.84364 -8.31111 -9.23862
H 10.93796 -8.92186 -7.20592
H 12.69980 -8.79963 -6.95669
H 12.49461 -12.35882 -8.44456
H 13.73787 -11.23229 -7.93368
C 13.09191 -9.10936 -13.66097
C 12.59158 -10.30870 -14.44018
C 11.32547 -10.67033 -13.67738
O 10.74868 -9.44455 -13.21515
C 11.78866 -8.40226 -13.26453
H 13.80959 -8.54448 -14.24906
H 13.46799 -9.41866 -12.68071
H 13.39261 -11.04306 -14.47777
H 12.23204 -9.96608 -15.41582
H 11.60703 -11.27647 -12.80279
H 10.65571 -11.31453 -14.24880
H 11.90541 -7.85214 -12.33611
H 11.36593 -7.85059 -14.10975
C 2.05804 -11.33562 -9.68375
C 1.60001 -10.06889 -10.39646
C 0.10635 -10.35629 -10.64935
O -0.29191 -10.97797 -9.44511
C 0.72529 -11.88863 -9.07675
H 2.69447 -11.11033 -8.83349
H 2.40372 -12.19662 -10.25683
H 2.11185 -9.76407 -11.31113
H 1.70087 -9.28347 -9.64737
H -0.02763 -10.92801 -11.57498
H -0.45567 -9.43306 -10.78546
H 0.50132 -12.91133 -9.40618
H 0.82682 -12.05555 -8.00145
C 4.30499 -17.69466 -11.55932
C 3.80984 -16.33368 -12.00493
C 4.32512 -15.43562 -10.84507
O 5.55526 -15.98811 -10.47621
C 5.62248 -17.39371 -10.84269
H 4.49158 -18.42272 -12.34705
H 3.58299 -18.09236 -10.84157
H 2.72306 -16.31531 -12.05858
H 4.30785 -15.97889 -12.90633
H 3.53878 -15.40114 -10.08411
H 4.41636 -14.45317 -11.31298
H 5.90563 -17.99766 -9.98329
H 6.40982 -17.54891 -11.58817
C 8.68295 -3.43903 -14.65628
C 8.07138 -4.81653 -14.51994
C 8.40197 -5.29287 -13.10412
O 9.64559 -4.65455 -12.79659
C 9.96609 -3.75001 -13.85861
H 8.11756 -2.71402 -14.06782
H 8.94152 -3.15944 -15.67110
H 8.45071 -5.48253 -15.30079
H 6.98779 -4.87562 -14.66622
H 8.39588 -6.38138 -13.06141
H 7.60142 -4.86584 -12.49022
H 10.62481 -4.31748 -14.53349
H 10.55489 -2.92214 -13.46547
C 9.37394 -16.40484 -12.05972
C 10.31629 -15.67318 -12.99048
C 10.19851 -14.19193 -12.59914
O 9.36891 -14.16258 -11.40908
C 9.20520 -15.48839 -10.85950
H 9.80554 -17.36760 -11.77539
H 8.37900 -16.61673 -12.44999
H 10.12784 -15.78877 -14.05703
H 11.35329 -15.94439 -12.78238
H 9.49013 -13.64741 -13.23036
H 11.18464 -13.72989 -12.55305
H 8.14194 -15.41657 -10.61400
H 9.78883 -15.60675 -9.94460
C 8.25398 -9.89729 -17.97958
C 8.89039 -10.13861 -16.63201
C 9.42091 -8.76395 -16.25924
O 8.39407 -7.89367 -16.74026
C 7.97720 -8.38561 -18.02958
H 7.28804 -10.40774 -18.00773
H 8.82704 -10.23722 -18.84307
H 9.62576 -10.94411 -16.62070
H 8.11818 -10.39769 -15.90566
H 10.38020 -8.45853 -16.69161
H 9.47932 -8.68113 -15.17343
H 8.50196 -7.85244 -18.82702
H 6.91230 -8.16036 -18.08262
C 0.90060 -8.85374 -15.74776
C 1.37149 -9.05698 -14.30347
C 2.80956 -8.56571 -14.37397
O 2.63205 -7.34887 -15.10527
C 1.80024 -7.68257 -16.21660
H -0.13032 -8.53991 -15.88586
H 1.17195 -9.81506 -16.18428
H 1.28044 -10.10122 -13.99704
H 0.84805 -8.42871 -13.58158
H 3.55824 -9.22347 -14.82468
H 3.16858 -8.29865 -13.38062
H 2.40502 -7.97986 -17.08074
H 1.24894 -6.77656 -16.46491
C 7.44160 -10.86800 -12.48418
C 5.94765 -11.08466 -12.17853
C 5.68378 -10.09558 -11.01209
O 6.93962 -9.83645 -10.43304
C 7.96551 -9.90461 -11.42714
H 7.58272 -10.36996 -13.44915
H 8.02247 -11.78845 -12.52791
H 5.74939 -12.11115 -11.87571
H 5.37320 -10.87964 -13.08276
H 5.05538 -10.65716 -10.31806
H 5.17518 -9.16974 -11.28544
H 8.91231 -10.25276 -10.99966
H 8.29266 -8.89884 -11.71418
C 5.07350 -14.57263 -16.68390
C 5.42938 -14.43291 -15.24293
C 6.53352 -13.38063 -15.28582
O 6.03422 -12.50225 -16.30609
C 5.04434 -13.13487 -17.12971
H 4.15145 -15.12628 -16.86534
H 5.88100 -15.09655 -17.20901
H 5.66319 -15.41065 -14.80899
H 4.61167 -14.06176 -14.61357
H 7.48592 -13.87566 -15.52325
H 6.70309 -12.80903 -14.37521
H 5.21846 -12.99409 -18.19397
H 4.06911 -12.73280 -16.83091
C 5.49649 -8.15248 -7.62754
C 4.19689 -8.90780 -7.87280
O 3.16728 -8.24933 -7.12632
H 5.44713 -7.10671 -7.94566
H 6.24072 -8.61991 -8.28741
H 5.91495 -8.09771 -6.62171
H 4.24937 -9.94669 -7.55734
H 4.12581 -8.79316 -8.95922
H 2.82306 -7.51291 -7.63839
C 4.61327 -6.51374 -11.55495
C 4.46827 -5.54999 -12.71733
O 3.06589 -5.36752 -13.08595
H 4.35596 -5.87612 -10.70276
H 5.64629 -6.83751 -11.44063
H 3.90284 -7.33256 -11.60962
H 4.87235 -5.95948 -13.65219
H 4.85662 -4.53758 -12.58259
H 3.07475 -5.45346 -14.04117
*
```


Entry from the Open Molecules 2025 dataset: a 2-piece molecular cluster, C3H3FN2S overall at a distorted geometry (ωB97M-V/def2-TZVPD).

Results
SMILES ... N#C/N=C/F.C=S
LUMO energy ... -0.88 eV
Relative energy (zero: lowest compared OMol25 entry of this formula, charge and spin) ... 60.5 kcal per mole
Calculated total energy ... -723.5873 Ha
Largest force on an atom ... 3.9 eV Å⁻¹
Orbital gap ... 8.018 eV

```
! RIJCOSX wB97M-V def2-TZVPD def2/J DEFGRID3
* xyz 0 1
C 0.98237 1.22141 -0.15185
C 2.13602 -0.82816 -0.31483
C -2.50322 0.14013 0.26386
N 0.13364 1.99803 -0.10778
N 2.02792 0.44505 -0.12678
F 3.34416 -1.31964 0.04058
S -2.68628 -1.46501 0.20833
H -3.29030 0.83122 0.60703
H -1.57308 0.62455 -0.05369
H 1.42877 -1.64758 -0.36488
*
```